Entry 1:
Formula: C12H31AsOP2SSe4Ta
Source: the OMol25 dataset
Level of theory: the ωB97M-V functional and the def2-TZVPD basis

The geometry in XYZ format:
```
53
C12H31AsOP2SSe4Ta, DFT the ωB97M-V functional and the def2-TZVPD basis
Ta 0.19 -0.30 0.07
C 1.25 -0.61 3.83
P 0.85 0.60 2.53
C 2.12 1.87 2.73
C -0.66 1.39 3.19
C -1.22 2.38 2.18
P -1.75 1.56 0.63
C -3.41 0.96 1.03
C -2.15 3.01 -0.39
H 1.26 -0.12 4.80
H 2.23 -1.05 3.64
H 0.51 -1.41 3.82
H 2.07 2.27 3.75
H 1.97 2.68 2.01
H 3.10 1.44 2.57
H -0.43 1.88 4.14
H -1.37 0.59 3.39
H -0.47 3.13 1.91
H -2.08 2.93 2.59
H -4.01 1.79 1.39
H -3.35 0.17 1.77
H -3.87 0.54 0.13
H -2.95 3.57 0.11
H -2.50 2.71 -1.38
H -1.29 3.67 -0.50
Se -0.58 -1.17 -2.13
Se -1.74 -3.22 -1.73
Se -3.05 -2.50 0.01
Se -1.42 -1.74 1.52
C 3.31 1.34 -0.73
O 2.19 0.60 -1.22
C 0.92 1.19 -1.06
C 0.73 2.39 -1.92
H 4.16 1.09 -1.37
H 3.53 1.04 0.29
H 3.13 2.41 -0.78
H 1.34 3.24 -1.61
H -0.31 2.70 -1.94
H 1.02 2.14 -2.94
C 2.17 -3.27 -2.37
As 3.10 -2.95 -0.75
C 4.76 -2.14 -1.19
C 3.49 -4.65 0.03
S 2.11 -1.82 0.79
H 2.81 -3.90 -2.98
H 1.97 -2.32 -2.85
H 1.24 -3.77 -2.13
H 5.36 -2.85 -1.76
H 5.27 -1.88 -0.27
H 4.57 -1.25 -1.79
H 4.12 -5.21 -0.65
H 2.55 -5.17 0.19
H 3.99 -4.48 0.97
```

Frontier orbital gap ... 6.67 eV
Charge ... +1
HOMO energy ... -0.36464 Ha

Entry 2:
Formula: C12H31I2NNbO2PS
Source: the OMol25 dataset
Level of theory: the ωB97M-V functional and the def2-TZVPD basis

The geometry in XYZ format:
```
51
C12H31I2NNbO2PS, DFT the ωB97M-V functional and the def2-TZVPD basis
C -3.06 0.97 -0.56
C -1.56 1.07 -0.88
C -1.32 2.26 -1.81
C -1.00 -0.23 -1.44
C -1.37 -1.41 -0.56
C 0.53 -0.13 -1.39
O 1.14 -1.30 -1.86
Nb 2.62 -1.20 -3.28
P 0.97 -2.08 -5.08
S 1.82 -1.96 -6.89
C 4.26 -0.68 -1.80
I 5.43 0.94 -2.66
C 3.81 -0.34 -0.38
C 4.95 0.19 0.52
I 3.10 -2.13 0.60
H -3.13 0.77 0.50
H -3.59 0.22 -1.13
H -3.54 1.93 -0.73
H -1.05 1.24 0.06
H -1.67 2.03 -2.81
H -1.82 3.13 -1.42
H -0.27 2.52 -1.85
H -1.33 -0.43 -2.46
H -1.18 -2.34 -1.08
H -2.40 -1.38 -0.23
H -0.73 -1.44 0.32
H 0.87 0.79 -1.87
H 0.77 -0.04 -0.32
H 3.08 -2.98 -3.12
H 3.90 -1.13 -4.57
H 2.24 0.52 -3.81
H 0.68 -3.45 -4.88
H -0.27 -1.40 -5.12
H 4.95 -1.52 -1.71
H 3.04 0.43 -0.38
H 5.10 1.25 0.37
H 4.69 0.02 1.56
H 5.85 -0.37 0.31
C -2.36 2.16 4.20
C -2.94 0.86 3.77
O -3.21 0.54 2.67
N -3.31 -0.17 4.82
C -2.24 -0.53 5.81
H -1.71 2.52 3.41
H -3.17 2.88 4.35
H -1.79 2.08 5.12
H -4.14 0.18 5.31
H -3.61 -0.98 4.26
H -2.57 -1.41 6.36
H -2.11 0.30 6.50
H -1.33 -0.74 5.27
```

Frontier orbital gap ... 2.67 eV
Charge ... 0
HOMO energy ... -0.19435 Ha

Entry 3:
Formula: C12H31NNbO4S3
Source: the OMol25 dataset
Level of theory: the ωB97M-V functional and the def2-TZVPD basis

The geometry in XYZ format:
```
52
C12H31NNbO4S3, DFT the ωB97M-V functional and the def2-TZVPD basis
C 8.76 -2.27 2.90
C 7.44 -2.23 2.10
S 6.77 -0.54 2.08
C 5.00 -0.82 1.81
Nb 4.12 -2.36 0.35
C 3.06 -4.10 1.33
N 1.58 -4.14 1.39
H 9.63 -2.37 2.24
H 8.90 -1.36 3.49
H 8.80 -3.11 3.60
H 6.68 -2.88 2.53
H 7.59 -2.57 1.08
H 4.65 0.15 1.44
H 4.53 -0.98 2.79
H 2.50 -1.59 0.67
H 4.88 -1.63 -1.18
H 5.26 -3.84 0.35
H 3.29 -3.00 -1.16
H 3.36 -5.07 0.95
H 3.51 -3.97 2.35
H 1.26 -5.07 1.66
H 1.22 -3.51 2.09
C -2.03 0.67 -0.67
C -1.98 0.50 -2.20
C -0.66 1.12 -2.68
S 0.50 0.96 -1.31
O 0.84 2.28 -0.84
O 1.53 0.01 -1.63
C -0.67 0.21 -0.18
H -2.83 0.07 -0.23
H -2.21 1.71 -0.41
H -1.99 -0.57 -2.43
H -2.83 0.96 -2.70
H -0.22 0.61 -3.54
H -0.76 2.18 -2.90
H -0.40 0.55 0.82
H -0.52 -0.86 -0.25
C -6.62 3.86 0.16
C -7.57 3.97 -1.04
C -6.86 3.33 -2.24
S -5.75 2.08 -1.55
O -4.39 2.48 -1.82
O -6.19 0.76 -1.91
C -6.11 2.43 0.17
H -7.12 4.11 1.09
H -5.78 4.55 0.04
H -8.50 3.42 -0.83
H -7.84 5.00 -1.26
H -7.53 2.82 -2.94
H -6.23 4.04 -2.78
H -5.19 2.27 0.73
H -6.87 1.72 0.48
```

Frontier orbital gap ... 5.31 eV
Charge ... -1
HOMO energy ... -0.13628 Ha

Entry 4:
Formula: C12H32AsN4SY
Source: the OMol25 dataset
Level of theory: the ωB97M-V functional and the def2-TZVPD basis

The geometry in XYZ format:
```
51
C12H32AsN4SY, DFT the ωB97M-V functional and the def2-TZVPD basis
Y 0.41 -0.15 -1.27
N 1.02 1.30 -3.08
C -0.20 2.09 -3.54
C -1.20 1.26 -4.34
C -2.07 0.34 -3.50
N -1.28 -0.80 -2.87
H 1.70 1.98 -2.74
H 1.47 0.93 -3.92
H 0.16 2.92 -4.15
H -0.69 2.52 -2.66
H -0.70 0.71 -5.15
H -1.87 1.95 -4.84
H -2.86 -0.09 -4.11
H -2.55 0.89 -2.68
H -0.85 -1.30 -3.66
H -1.97 -1.48 -2.53
C -0.87 -3.08 2.45
C -0.96 -2.10 1.26
N 0.28 -2.16 0.42
C 0.34 -3.52 -0.21
C 0.13 -4.63 0.83
N 0.28 -4.01 2.19
C 1.58 -3.26 2.26
C 1.46 -2.03 1.34
H -1.77 -3.67 2.56
H -0.67 -2.57 3.39
H -1.09 -1.08 1.62
H -1.81 -2.35 0.62
H 1.31 -3.63 -0.70
H -0.43 -3.59 -0.98
H 0.87 -5.42 0.73
H -0.86 -5.08 0.78
H 0.28 -4.75 2.89
H 2.37 -3.95 1.96
H 1.75 -2.97 3.30
H 2.38 -1.95 0.75
H 1.34 -1.11 1.91
C 2.24 3.81 1.83
As 0.37 3.50 1.62
C -0.48 4.88 0.60
C -0.50 3.27 3.30
S 0.09 1.56 0.54
H 2.34 4.72 2.42
H 2.71 3.95 0.86
H 2.69 2.97 2.36
H -0.45 5.78 1.22
H -1.51 4.60 0.40
H 0.07 5.06 -0.32
H -0.42 4.22 3.83
H 0.00 2.49 3.87
H -1.55 3.03 3.14
```

Frontier orbital gap ... 8.73 eV
Charge ... +4
HOMO energy ... -0.80351 Ha